Below is the ion C10H14N4 with charge +2, with properties calculated with ωB97M-V/def2-TZVPD.

Element x y z (Å)
C1 -1.596 2.010 0.951
H1 -3.325 2.848 1.845
H2 0.210 -3.064 -4.181
C2 -2.504 2.175 1.987
H3 2.054 0.100 0.959
C3 -1.635 0.348 3.103
H4 0.974 1.505 -2.030
H5 3.410 -2.100 -0.999
C4 0.131 1.523 -1.235
H6 3.137 -1.829 0.679
N1 1.433 0.029 0.255
C5 0.369 0.950 -0.032
C6 -2.527 1.356 3.109
N2 0.259 -2.160 -3.662
H7 -0.567 2.307 -1.407
H8 -1.499 2.799 0.200
C7 1.784 -0.952 -0.587
H9 0.368 -0.236 -1.610
H10 0.040 -1.245 -4.134
N3 0.950 -1.050 -1.690
C8 0.798 -2.113 -2.468
C9 -0.620 0.214 2.159
H11 -3.414 1.464 3.750
N4 2.799 -1.771 -0.311
H12 -0.063 -0.685 2.482
H13 -1.589 -0.433 3.854
H14 1.188 -3.053 -2.019
C10 -0.566 1.063 1.033

Output
SMILES: C=C(NC(=[NH2+])NC=[NH2+])c1ccccc1
total charge: +2
energy above the lowest of the compared OMol25 structures with the same formula, charge and spin: 0.0 kcal per mole
E_HOMO: -15.22 eV

Atomic partial charges in e from the Löwdin method, atoms 1 to 2: number 1, C, carries -0.007; number 2, H, carries 0.118

Below is an isolated molecule of C10H14N4O5, with properties calculated with ωB97M-V/def2-TZVPD.

Element x y z (Å)
N1 2.053 0.410 -0.678
H1 -2.449 -0.103 0.752
H2 2.027 1.003 -2.893
H3 -1.691 1.936 -1.504
O1 -1.865 -1.988 -0.956
C1 2.224 -0.902 -0.123
C2 -1.295 -0.607 -1.010
C3 2.053 -1.839 -1.138
O2 -0.677 -0.207 -2.035
O3 -0.506 -0.718 2.552
H4 3.592 -0.814 1.558
H5 1.224 0.928 4.139
C4 -3.743 1.002 -1.043
H6 2.076 -3.008 -1.348
O4 -4.413 1.935 -1.845
H7 1.867 1.381 1.783
O5 -4.265 -0.095 -0.802
C5 -2.327 1.539 -0.645
N2 -0.520 0.743 0.818
H8 -2.337 2.414 0.053
N3 2.069 -1.119 -2.352
H9 0.302 1.179 0.361
C6 1.945 0.237 -2.042
H10 1.811 -1.491 -3.207
N4 2.077 0.397 3.556
H11 1.820 -0.673 3.953
H12 2.121 -1.738 1.924
H13 -1.697 -2.668 -1.753
C7 2.446 -0.771 1.417
C8 -1.636 0.306 0.068
C9 0.079 0.066 1.823
C10 1.663 0.405 2.159
H14 -4.028 2.858 -1.540

Output
SMILES: N[C@@H](Cc1c[nH]cn1)C(=O)N[C@@H](CC(=O)O)C(=O)O
energy above the lowest of the compared OMol25 structures with the same formula, charge and spin: 113.8 kcal per mole
E_HOMO: -8.92 eV

Atomic partial charges in e from the Löwdin method, atoms 1 to 2: number 1, N, carries 0.055; number 2, H, carries 0.185

Below is the ion C10H14NO2 with charge +1, with properties calculated with ωB97M-V/def2-TZVPD.

Element x y z (Å)
H1 -4.909 0.399 1.379
H2 -4.222 -0.786 -1.604
H3 0.485 1.394 2.111
N1 -0.404 0.500 0.344
H4 1.120 3.082 0.351
C1 1.393 -2.328 -0.539
H5 3.024 2.924 1.720
C2 -1.794 -0.925 -1.651
H6 0.649 -3.256 -0.542
C3 -1.748 1.021 0.888
C4 -3.233 -0.396 -1.061
H7 1.849 -0.254 -1.627
C5 1.005 -1.057 -1.515
C6 -3.209 0.615 0.229
O1 3.054 2.232 0.986
H8 3.671 -2.588 0.019
H9 -1.749 1.751 1.828
C7 1.745 2.070 0.328
C8 -0.412 -0.432 -0.884
C9 2.556 -2.401 0.386
H10 -1.701 -1.647 -2.596
H11 0.762 -1.530 -2.583
H12 1.511 -0.019 1.398
H13 2.333 -2.194 1.540
H14 1.831 1.772 -0.820
O2 -4.455 1.131 0.834
C10 0.849 0.921 1.080

Output
SMILES: C=CCc1ccc(O)c[n+]1CCO
total charge: +1
energy above the lowest of the compared OMol25 structures with the same formula, charge and spin: 324.4 kcal per mole
E_HOMO: -11.01 eV

Atomic partial charges in e from the Löwdin method, atoms 1 to 2: number 1, H, carries 0.151; number 2, H, carries 0.136

Below is a cluster of 2 separate species, C10H14NO2S2 in total, with properties calculated with ωB97M-V/def2-TZVPD.

Element x y z (Å)
O1 -1.429 1.210 1.539
N1 0.483 0.831 2.611
O2 -0.433 -0.828 1.440
C1 -0.953 -1.603 -0.899
C2 -1.365 -1.574 0.494
H1 2.589 1.242 0.663
C3 -0.046 -1.647 -3.574
C4 0.430 -1.929 -1.201
C5 -1.734 -1.098 -1.938
H2 -2.048 -0.851 -4.031
H3 0.075 3.057 -0.143
S1 0.376 2.426 3.364
H4 0.626 3.307 1.452
S2 1.732 -0.218 3.255
H5 -1.393 -2.695 0.770
C6 1.100 2.904 0.308
C7 1.538 1.525 0.428
H6 -2.689 -0.601 -1.652
H7 1.935 -2.075 -2.857
H8 1.195 -2.167 -0.446
H9 1.259 -0.424 4.555
H10 -2.331 -1.176 0.720
H11 1.866 3.664 0.237
C8 -0.574 0.369 1.738
H12 0.317 -1.625 -4.631
H13 -0.949 2.573 3.396
H14 0.916 0.661 0.212
C9 0.863 -1.975 -2.550
C10 -1.356 -1.286 -3.258

Output
2S+1: 3
total charge: +1
E_HOMO (spin up / spin down): -11.00 / -12.19 eV

Atomic partial charges in e from the Löwdin method, atoms 1 to 2: number 1, O, carries 0.098; number 2, N, carries -0.717